(1)
65
Properties=species:S:1:pos:R:3 method="wB97M-V/def2-TZVPD" s2=0.779 charge=+1 largest_force_ev_per_a=4.3 e_homo_ha="-0.40319 / -0.40319" spin_multiplicity=2 homo_lumo_gap_ev="6.698 / 7.194"
O 0.6652 0.2105 0.3865
V 0.3450 0.3525 -1.1324
Cl -1.9857 -2.4840 -1.7872
O -1.7104 -3.8809 -1.7447
O -3.1687 -2.1028 -0.9989
O -0.9427 -1.6715 -1.2407
O -2.1263 -2.0608 -3.1677
C 1.7024 -3.1737 -0.2476
O 1.9610 -1.8141 -0.5432
C 3.2896 -1.5197 -0.9027
C 3.3887 -0.0731 -1.1977
N 2.3390 0.4435 -2.0942
C 2.6477 1.8193 -2.4212
C 2.1721 2.8253 -1.4596
O 0.7087 2.7175 -1.2306
C 0.0939 3.8918 -0.6579
H 2.5604 -3.6771 0.1978
H 1.3774 -3.7292 -1.1273
H 1.0044 -3.2044 0.5891
H 3.5237 -2.0556 -1.8225
H 3.9709 -1.8648 -0.1251
H 4.3654 0.2443 -1.5631
H 3.2398 0.3480 -0.2034
H 2.4650 -0.1561 -2.8971
H 2.1470 2.0021 -3.3720
H 3.7035 2.0347 -2.5850
H 2.4083 3.8378 -1.7868
H 2.6210 2.7049 -0.4736
H 0.5020 4.7685 -1.1608
H 0.2267 4.0611 0.4106
H -0.9778 3.9506 -0.8481
C -2.2804 1.4099 -4.5737
C -1.5196 1.6298 -3.2196
C -2.3567 1.4223 -1.9851
O -1.6069 1.3034 -0.7925
C -2.3302 1.5056 0.3746
N -0.4393 0.6526 -3.1968
H -3.0789 2.1489 -4.6399
H -2.6765 0.4011 -4.6900
H -1.6235 1.6060 -5.4211
H -1.1189 2.6216 -3.4291
H -2.9052 0.4804 -1.9943
H -3.0628 2.2524 -2.0075
H -1.6124 1.3242 1.1746
H -3.0785 0.7442 0.5948
H -2.7721 2.4630 0.6507
H -0.8411 -0.2302 -3.4782
H 0.1149 0.8359 -4.0211
C -1.1402 -1.3550 2.4291
C -1.4774 -1.5447 3.8558
C -0.1504 -1.5987 4.6752
O -0.3078 -1.7694 6.1137
C 0.9126 -2.1157 6.7827
N -2.3064 -0.5318 4.4041
H -0.4284 -2.0992 2.0719
H -0.6896 -0.3689 2.3161
H -2.0429 -1.4594 1.8273
H -2.0645 -2.4573 3.9580
H 0.3163 -0.6370 4.4622
H 0.4925 -2.3813 4.2722
H 0.7656 -1.9699 7.8528
H 1.7020 -1.4235 6.4899
H 1.2715 -3.1222 6.5676
H -2.3259 -0.8536 5.3612
H -1.8561 0.3721 4.4216



(2)
29
Properties=species:S:1:pos:R:3 method="wB97M-V/def2-TZVPD" s2=0.753 largest_force_ev_per_a=0.3 e_homo_ha="-0.30560 / -0.30354" spin_multiplicity=2 homo_lumo_gap_ev="8.189 / 7.519" de_lowest_kcal_mol=0.00
Cu 0.2778 0.3658 0.0444
C -1.2405 -3.6046 -0.4034
C -0.6180 -2.2443 -0.4638
N -0.7634 -1.3252 0.4241
O -1.5078 -1.5025 1.5669
C 0.2290 -1.9023 -1.6079
C 0.5260 -2.7816 -2.7727
N 0.7547 -0.7024 -1.5504
O 1.5121 -0.2761 -2.4593
H -1.8455 -3.7920 0.4800
H -0.4603 -4.3650 -0.4383
H -1.8801 -3.7488 -1.2743
H -1.8357 -2.4131 1.5717
H 0.0278 -3.7467 -2.7004
H 1.6030 -2.9427 -2.8579
H 0.2199 -2.2928 -3.7004
C 2.7825 4.0820 -1.1324
C 1.9800 2.9019 -0.8259
N 1.3609 1.9755 -0.5840
H 2.8393 4.7213 -0.2540
H 2.3235 4.6313 -1.9515
H 3.7840 3.7734 -1.4238
O -0.0744 1.3008 1.6589
N -1.3422 1.3871 1.9824
C -1.5620 2.0684 3.0641
C -0.4964 2.6818 3.8180
N 0.3390 3.1795 4.4294
C -2.9254 2.2203 3.4996
N -4.0081 2.3508 3.8609



(3)
6
Properties=species:S:1:pos:R:3 method="wB97M-V/def2-TZVPD" largest_force_ev_per_a=3.1 e_homo_ha="-0.36017 / -0.36721" homo_lumo_gap_ev="9.349 / 9.276" de_lowest_kcal_mol=118.46
C -0.0816 -0.3705 0.7657
C 0.3549 0.5306 -0.3304
N 1.2484 0.2960 0.7517
N 1.4192 -0.3822 -0.5271
H -0.2473 -1.4317 0.7563
H 0.0324 1.4245 -0.8090